Formula: C4H7NS
Source: the Open Molecules 2025 dataset
Level of theory: ωB97M-V/def2-TZVPD

CARTESIAN COORDINATES (ANGSTROEM)
C: -1.464 0.093 -0.596
C: -0.362 0.235 0.448
C: 0.560 -1.108 0.408
S: 2.135 -0.484 -0.281
C: 1.549 1.145 -0.169
N: 0.422 1.376 0.327
H: -1.148 0.383 -1.629
H: -2.244 0.880 -0.399
H: -1.862 -0.924 -0.564
H: -0.788 0.173 1.494
H: 0.868 -1.623 1.430
H: -0.038 -1.998 -0.178
H: 2.373 1.852 -0.292

## Properties
- HOMO energy: -8.77 eV
- LUMO energy: 0.8972 eV
- Strongest force on any atom: 4.2 eV Å⁻¹
- SMILES: C[C@H]1CSC=N1
- Orbital gap: 0.355 Eh

=====

Formula: C4H7NS2
Source: the Open Molecules 2025 dataset
Level of theory: ωB97M-V/def2-TZVPD

CARTESIAN COORDINATES (ANGSTROEM)
C: 0.523 0.834 0.489
C: 0.835 2.086 0.931
C: -0.833 -1.050 -0.606
C: -0.749 0.576 -0.645
N: 1.159 -0.316 0.843
S: 0.248 -3.191 1.102
S: 0.829 -1.516 -0.063
H: 1.581 2.292 1.751
H: 0.065 2.916 0.947
H: -1.069 -1.672 -1.555
H: -1.425 -1.195 0.321
H: -0.479 1.168 -1.479
H: -1.787 0.688 -0.484
H: 1.102 -1.619 -1.552

## Properties
- HOMO energy (spin up / spin down): -8.59 / -8.59 eV
- LUMO energy (spin up / spin down): -1.3578 / -1.3581 eV
- Strongest force on any atom: 4.0 eV Å⁻¹
- Orbital gap (spin up / spin down): 0.266 / 0.266 Eh

=====

Formula: C4H7NS2
Source: the Open Molecules 2025 dataset
Level of theory: ωB97M-V/def2-TZVPD

CARTESIAN COORDINATES (ANGSTROEM)
S: 3.121 -1.155 -0.156
C: 1.711 -0.332 -0.135
C: 0.821 0.297 0.941
C: -0.100 0.724 -0.230
C: -1.538 0.209 -0.281
S: -1.770 -1.588 -0.145
N: 0.871 0.057 -1.101
H: 0.405 -0.449 1.648
H: 1.295 1.103 1.510
H: -0.132 1.805 -0.382
H: -2.130 0.697 0.495
H: -1.940 0.466 -1.245
H: -1.543 -1.704 1.168
H: 0.929 -0.131 -2.087

## Properties
- HOMO energy: -8.30 eV
- LUMO energy: 0.6042 eV
- Strongest force on any atom: 0.8 eV Å⁻¹
- SMILES: S=C1C[C@H](CS)N1
- Orbital gap: 0.327 Eh

=====

Formula: C4H7O
Source: the Open Molecules 2025 dataset
Level of theory: ωB97M-V/def2-TZVPD

CARTESIAN COORDINATES (ANGSTROEM)
C: -0.964 0.110 0.290
C: -1.979 0.826 -0.222
H: -2.717 1.305 0.423
H: -0.900 -0.019 1.376
H: -2.079 0.979 -1.300
C: 0.112 -0.526 -0.512
C: 1.448 -0.581 0.141
O: 2.073 0.629 0.280
H: 0.154 -0.111 -1.535
H: 1.896 -1.471 0.593
H: 0.174 -1.709 -0.460
H: 2.782 0.568 0.926

## Properties
- HOMO energy (spin up / spin down): -7.06 / -9.42 eV
- LUMO energy (spin up / spin down): 0.8646 / 0.8542 eV
- Strongest force on any atom: 3.4 eV Å⁻¹
- Multiplicity: 2
- Orbital gap (spin up / spin down): 0.291 / 0.378 Eh

=====

Formula: C4H7O2Sm
Source: the Open Molecules 2025 dataset
Level of theory: ωB97M-V/def2-TZVPD

CARTESIAN COORDINATES (ANGSTROEM)
H: -2.179 -1.303 -0.497
O: -1.722 0.627 -1.026
C: -1.495 -0.474 -0.235
H: -1.629 -0.237 0.842
C: 0.007 -1.049 -0.409
C: 1.169 -0.117 -0.114
C: 1.132 0.853 1.002
H: 0.054 -1.915 0.267
H: 0.139 -1.431 -1.431
H: 2.069 -0.732 0.023
H: 1.429 0.664 -0.912
H: 1.667 0.588 1.932
O: 0.400 1.856 1.052
Sm: -1.040 2.669 -0.496

## Properties
- HOMO energy (spin up / spin down): -11.58 / -12.67 eV
- Charge: +1
- LUMO energy (spin up / spin down): -4.4491 / -4.4110 eV
- Strongest force on any atom: 2.6 eV Å⁻¹
- Multiplicity: 7
- Orbital gap (spin up / spin down): 0.262 / 0.304 Eh

=====

Formula: C4H7O2Yb
Source: the Open Molecules 2025 dataset
Level of theory: ωB97M-V/def2-TZVPD

CARTESIAN COORDINATES (ANGSTROEM)
H: 3.891 -0.105 1.576
O: 3.210 -0.584 -0.273
C: 3.189 -0.687 0.942
H: 2.515 -1.434 1.414
C: 0.544 1.254 1.528
C: -0.756 0.889 1.363
C: -1.603 0.949 0.118
H: 1.030 1.058 2.486
H: 1.014 1.914 0.790
H: -1.222 0.351 2.198
H: -1.192 1.960 -0.240
H: -2.676 0.990 0.374
O: -1.301 -0.119 -0.713
Yb: 0.427 -1.134 -0.305

## Properties
- HOMO energy (spin up / spin down): -19.59 / -19.02 eV
- Charge: +2
- LUMO energy (spin up / spin down): -10.1074 / -12.5297 eV
- Strongest force on any atom: 2.6 eV Å⁻¹
- Multiplicity: 2
- Orbital gap (spin up / spin down): 0.349 / 0.238 Eh